The following is a DFT calculation (ωB97M-V with the def2-TZVPD basis set) of C30H24AlN3O4PS as an isolated structure in a non-equilibrium geometry.

```
64
Properties=species:S:1:pos:R:3:forces:R:3
C -1.9612 -1.7920 2.5218 0.02 -0.01 -0.06
C -1.0187 -3.4198 -2.5535 -0.03 0.00 -0.11
Al 0.8844 1.2804 -0.6266 1.39 -0.56 0.28
C 3.2102 2.5381 -1.4144 -0.26 -0.18 -0.38
H 3.6830 0.7033 -3.0092 -0.19 -0.09 -0.01
H -3.7560 -1.3328 0.5032 0.00 -0.01 0.05
C 2.6686 0.5560 -2.6206 -0.03 0.39 -0.22
H -1.6283 -1.3704 -2.4680 -0.09 0.02 -0.10
C -0.8523 -2.0398 -0.5873 0.20 0.10 0.11
C -2.5933 0.1953 -0.4615 -0.04 -0.16 0.07
H -1.3174 -3.5434 -3.5836 0.01 0.03 -0.09
C -0.0869 -4.3240 -0.5400 -0.02 -0.08 0.00
H -5.9962 1.5010 -1.7783 -0.06 0.06 -0.04
S -1.1445 1.9990 -1.8146 -1.01 0.24 -0.25
N 2.2541 1.7026 -1.8447 -0.31 0.26 -0.06
H 1.5950 -0.9981 1.3825 -0.08 -0.12 0.13
C -3.7799 -0.4524 -0.1236 0.24 0.11 -0.02
N 2.0042 -0.3844 -0.5201 0.02 0.03 -0.01
H -0.7864 1.3564 2.2438 -0.01 0.08 0.14
O -1.3282 2.9624 -2.8293 -0.17 0.25 -0.26
C 2.1357 4.2675 2.2610 -0.02 -0.15 -0.11
H 0.0025 -3.0054 1.1330 0.01 -0.02 0.11
C -1.2121 -2.2040 -1.9228 -0.01 0.11 0.05
C -3.8730 1.7860 -1.7738 -0.03 0.16 -0.13
C -4.9918 0.0200 -0.6004 -0.07 0.00 -0.04
H 1.8908 4.6129 3.2519 -0.08 0.00 0.09
H 3.3828 5.9471 1.7606 0.05 0.05 0.04
C 1.6136 3.0729 1.7974 -0.10 0.20 0.49
H 1.9795 0.3794 -3.4514 0.10 0.00 -0.04
H 0.3462 -5.1531 -0.0001 0.05 -0.05 0.07
C -1.1654 0.4649 2.7320 0.08 -0.08 -0.16
C -5.0464 1.1430 -1.4133 0.10 -0.05 0.03
C -1.8940 -0.7185 4.6761 0.00 0.03 -0.01
H 4.0095 4.9536 -0.4679 0.01 -0.03 -0.02
C -1.3937 0.4353 4.0939 -0.04 0.07 0.08
H -5.9033 -0.4996 -0.3421 -0.04 -0.02 0.03
H 3.7800 -1.9748 -2.8575 0.05 0.01 -0.09
H -3.8659 2.6433 -2.4285 -0.08 0.09 -0.08
H 3.8895 -3.6829 -1.0462 0.08 -0.05 -0.02
C -2.6727 1.3002 -1.2963 0.23 -0.04 -0.08
H -2.5914 -2.7096 4.3474 -0.04 -0.10 0.01
H 2.8842 -3.1342 1.1687 -0.07 -0.05 0.10
C -1.4273 -0.6499 1.9366 0.41 0.16 -0.16
C 2.6440 -0.6049 -1.6707 0.49 -0.56 -0.29
C -0.4465 -4.4786 -1.8686 0.01 0.00 0.06
H -1.1782 1.3009 4.7026 0.00 0.08 0.04
C 2.7461 3.2667 -0.1837 0.73 0.38 0.21
N 1.8928 2.5827 0.5915 -0.07 -0.10 -0.14
O 4.3394 2.6753 -1.8406 0.24 0.21 0.04
H -2.0586 -0.7549 5.7423 -0.03 -0.02 0.07
C 2.7946 -2.4550 0.3373 0.06 0.20 -0.10
H 0.9683 2.4722 2.4210 -0.09 0.04 0.04
C 2.0943 -1.2748 0.4632 0.26 -0.37 0.43
P -0.9740 -0.3915 0.1826 -0.88 -0.58 0.69
C 2.9799 4.9997 1.4365 -0.11 -0.19 -0.07
C 3.3742 -2.7467 -0.8936 -0.10 0.20 0.09
O -0.4798 2.5125 -0.5492 -0.28 0.09 -0.50
H -2.1964 -2.6618 1.9267 0.01 -0.08 -0.07
C 3.3043 -1.8069 -1.9039 -0.13 0.07 0.09
O -0.2914 0.8129 -2.1472 0.05 0.26 0.09
H -0.2802 -5.4203 -2.3690 -0.03 -0.10 -0.03
C -2.1870 -1.8205 3.8885 -0.06 -0.02 0.08
C 3.3115 4.4726 0.2017 -0.08 -0.15 -0.04
C -0.2845 -3.1118 0.0983 -0.14 0.00 -0.04
```
Forces are in eV/Å.

The total energy is -2604.82709 hartree. Its total charge is +1. As for the spin multiplicity: 1. The value obtained for the gap between HOMO and LUMO is 9.146 eV.

Atomic partial charges in e from the Mulliken method, atoms 1 to 4: number 1, C, carries -0.236; number 2, C, carries -0.833; number 3, Al, carries 0.694; number 4, C, carries 0.477

---

The following is a DFT calculation (ωB97M-V with the def2-TZVPD basis set) of C29H46GdP2Se as an isolated structure in a non-equilibrium geometry.

```
79
Properties=species:S:1:pos:R:3:forces:R:3
H 1.1207 1.3946 2.8829 0.15 -0.48 0.25
H -2.3418 6.7653 3.1776 0.02 -0.24 0.06
H 2.1261 3.2522 -1.6918 0.12 -0.17 -0.31
H -0.1833 -3.2656 -1.3062 0.17 -0.08 0.14
H -1.5651 -0.4183 3.9613 -0.17 0.05 -0.25
Gd -0.1406 0.3930 -0.0578 -0.45 1.93 1.01
C -2.2461 -2.4341 0.5251 -0.39 -0.16 -0.06
P -1.6217 0.3439 -2.3632 0.35 -0.20 -0.14
C 1.1958 0.3275 3.1653 0.27 0.57 0.35
H 3.5544 -0.2198 -2.5029 -0.41 -0.05 -0.12
H 2.1639 -1.2392 -2.9878 0.19 0.20 -0.08
H 2.2002 1.8022 -5.0679 -0.61 -0.30 0.30
C -1.1142 -0.5795 -6.9520 0.14 -0.43 0.01
H -2.7933 -0.9920 2.8038 0.21 0.21 0.11
H -1.5195 5.4656 1.2264 -0.01 0.04 0.26
H 3.2436 -2.0284 1.6857 -0.07 0.19 -0.21
C -1.0323 3.7044 2.3667 -1.13 0.94 1.39
H -0.7088 2.0717 -7.9053 -0.10 0.00 0.35
H 1.4963 -0.5607 -5.3681 0.26 0.32 -0.20
C 2.5887 -0.2277 -3.0359 0.00 -0.29 -0.23
H -1.2126 -1.6109 -6.5846 0.04 0.16 -0.08
H 0.6849 0.2019 4.1322 0.25 0.03 -0.21
C -1.6482 1.6794 -5.9977 -0.85 -0.87 -0.21
H 1.3082 3.0472 -7.1974 -0.14 0.09 0.22
H -1.1455 -1.1896 -4.1999 -0.22 -0.15 0.33
H -0.8242 2.0468 3.7523 -0.05 0.48 0.08
H -0.0401 0.6806 -4.1190 0.12 0.35 0.38
H -3.9714 0.6237 -2.8423 0.24 0.08 0.04
C -2.0147 5.7360 3.3161 -0.11 -0.37 0.31
H 3.0590 -1.6337 -0.0345 0.02 0.06 0.21
H -2.3933 5.7089 5.4550 0.13 -0.21 -0.29
C 1.2957 -1.3081 1.1490 -1.14 -0.41 0.32
H -2.1680 0.6745 2.6998 -0.06 -0.26 0.13
C -1.5579 5.0158 2.2171 0.63 -0.64 0.09
H -1.6773 3.3219 5.7067 -0.01 0.17 -0.33
C 0.3749 -0.2686 -7.1944 -0.26 -0.41 -0.48
C 2.4589 2.4966 -2.4198 -0.18 0.42 0.22
H 0.6701 3.5345 -5.6342 0.05 -0.17 -0.12
H -2.2130 -2.7411 -0.5270 -0.10 -0.01 0.18
H 3.1993 -0.3310 1.1742 0.03 -0.26 -0.09
C -1.1553 3.0805 3.6309 0.35 0.39 -0.53
H -2.5270 -1.7427 -3.1890 0.26 0.00 -0.01
H -1.6366 -0.5623 -7.9247 0.02 0.01 0.37
C -0.1205 1.1652 -3.1416 0.00 -0.31 0.33
P 1.5059 0.9577 -2.1813 0.33 0.33 -0.69
H 2.3308 2.8772 -3.4422 0.13 -0.03 0.40
C -0.7486 2.4730 -6.8832 0.31 0.65 -0.36
C -1.7949 0.3406 -5.9842 -0.85 1.12 -0.89
C -0.8104 -0.8638 2.0202 0.99 -0.99 -0.33
C -1.5264 -1.2906 -3.1734 -0.06 -0.18 -0.31
H -0.3229 2.2291 -3.3295 0.14 -0.19 0.21
C 2.7739 -1.3255 0.9794 0.46 0.05 0.01
C -3.0682 1.2363 -2.9528 -0.34 0.41 -0.33
H -3.0806 -1.7316 0.6510 0.09 -0.24 -0.08
H 2.2597 0.0863 3.2901 -0.29 0.09 0.11
C -1.8940 -0.3718 2.9124 -0.35 0.25 0.12
C 0.6647 -3.0848 -0.6369 0.16 -0.40 -0.25
H -3.1972 2.1547 -2.3599 0.08 -0.33 -0.13
H -2.4658 -3.3273 1.1299 -0.01 0.20 -0.20
C 1.3541 1.5342 -5.7074 0.45 -1.04 -0.87
H -2.6335 -0.1130 -5.4410 0.35 0.35 0.00
H 0.8517 -1.2291 -7.4654 -0.08 0.51 -0.05
H 2.7574 0.0584 -4.0817 0.09 -0.14 0.42
C -1.6334 3.8063 4.7277 -0.24 0.24 -0.17
Se -0.0404 3.0340 0.9179 0.20 -0.69 -0.93
C -0.9630 -1.8093 0.9467 1.04 0.23 0.54
H 3.5207 2.2728 -2.2292 -0.39 0.09 -0.08
C 0.5839 -0.5587 2.1445 -0.46 -1.17 -0.36
C 0.3393 -2.0960 0.4225 -0.18 0.67 0.96
H 0.9295 -4.0521 -0.1839 -0.03 0.18 -0.19
H 0.4996 0.4010 -8.0621 0.00 -0.25 0.48
C 0.6876 2.7023 -6.3542 0.09 0.27 -0.38
H -2.9332 1.5100 -4.0013 -0.27 -0.11 0.37
C 1.0953 0.2427 -5.9897 0.84 0.61 -0.09
H -0.8518 -1.9593 -2.6175 -0.25 0.31 -0.13
C -2.0467 5.1420 4.5884 0.21 -0.35 -0.41
H 1.5232 -2.7648 -1.2424 -0.14 -0.13 0.06
H -2.3756 2.3019 -5.4740 0.33 -0.23 0.21
H -1.1992 3.4750 -6.9640 0.16 -0.32 -0.18
```
Forces are in eV/Å.

The total energy is -4982.14296 hartree. Its total charge is +1. As for the spin multiplicity: 8. The value obtained for the gap between HOMO and LUMO (spin up / spin down) is 5.801 / 7.444 eV.

Atomic partial charges in e from the Mulliken method, atoms 1 to 4: number 1, H, carries 0.127; number 2, H, carries 0.361; number 3, H, carries 0.273; number 4, H, carries 0.409